ORCA calculation (the ωB97M-V functional and the def2-TZVPD basis) on a molecular structure, C22H30O2SiZn in a non-equilibrium geometry.

Values from the calculation:
- Energy relative to the best compared isomer or geometry (same formula, charge and spin): 43.95 kcal per mole
- Lowest unoccupied orbital energy: -0.2 eV
- 2S+1: 1
- Kohn-Sham gap: 6.16 eV

Positions of all 56 atoms, in Å:
C: 0.761 2.376 1.732
C: -0.269 2.106 0.804
C: -1.430 1.627 1.539
H: -0.228 2.268 -0.266
C: -1.112 1.754 2.949
C: 0.238 2.180 3.059
H: 0.769 2.390 3.980
H: 1.756 2.746 1.503
H: -2.434 1.577 1.132
H: -1.803 1.636 3.772
Zn: -0.737 -0.422 1.208
C: -1.556 -2.135 -2.101
H: -2.276 -2.147 -1.278
H: -1.074 -3.118 -2.135
H: -2.111 -1.934 -3.023
Si: -0.162 -0.832 -1.842
C: 1.566 -0.649 -2.541
C: 2.238 0.555 -2.258
H: 1.657 1.460 -2.013
C: 3.639 0.612 -2.283
H: 4.140 1.555 -2.058
C: 4.381 -0.529 -2.599
H: 5.468 -0.486 -2.610
C: 3.728 -1.740 -2.862
H: 4.311 -2.638 -3.085
C: 2.325 -1.800 -2.842
H: 1.806 -2.745 -3.050
C: -1.255 0.656 -2.466
C: -0.875 1.502 -3.516
H: 0.031 1.273 -4.098
C: -1.661 2.629 -3.832
H: -1.335 3.304 -4.639
C: -2.842 2.889 -3.126
H: -3.427 3.790 -3.348
C: -3.286 1.995 -2.151
H: -4.232 2.155 -1.624
C: -2.508 0.863 -1.854
H: -2.902 0.125 -1.136
H: -0.439 -0.069 -0.503
H: 0.603 -1.417 -0.678
C: 2.389 -0.483 2.384
O: 1.102 -1.076 2.129
C: 0.857 -2.298 2.879
C: -0.477 -2.221 3.608
O: -1.381 -1.340 2.885
C: -2.604 -1.125 3.596
H: 3.154 -1.275 2.470
H: 2.360 0.100 3.321
H: 2.622 0.180 1.545
H: 0.827 -3.111 2.136
H: 1.664 -2.465 3.609
H: -0.946 -3.218 3.648
H: -0.328 -1.812 4.625
H: -3.063 -2.102 3.799
H: -2.394 -0.603 4.543
H: -3.247 -0.511 2.961